C4H8O2 as an isolated structure, computed with ωB97M-V/def2-TZVPD.

Values from the calculation:
- HOMO energy: -0.3384 Eh
- Energy relative to the best compared isomer or geometry (same formula, charge and spin): 3.4952 eV
- E_LUMO: 0.86 eV

Positions of all 14 atoms, in Å:
C  -1.80  -0.76  -0.40
C  -0.56  0.06  -0.81
O  -0.02  0.93  0.24
C  1.66  1.01  0.32
C  1.21  -0.05  1.21
O  1.34  -1.22  0.88
H  -2.61  -0.13  -0.02
H  -1.55  -1.52  0.34
H  -2.19  -1.29  -1.28
H  0.21  -0.65  -1.12
H  -0.82  0.74  -1.62
H  2.25  1.85  0.76
H  2.07  0.70  -0.64
H  0.79  0.32  2.16

A 2-piece molecular cluster, C9H22BN2O2 overall, computed with ωB97M-V/def2-TZVPD.

Values from the calculation:
- Total charge: +1
- HOMO energy: -0.4638 Eh
- Energy relative to the best compared isomer or geometry (same formula, charge and spin): 2.1108 eV
- E_LUMO: -2.88 eV

Positions of all 36 atoms, in Å:
B  -3.13  0.75  0.27
C  3.56  -1.01  0.08
C  0.95  0.31  1.49
C  3.19  -0.04  -0.73
C  1.35  1.30  0.39
C  -4.02  -1.06  -1.29
C  -0.09  -3.09  0.37
C  2.99  2.36  -1.07
C  -2.98  0.00  -1.07
C  -0.13  -1.58  0.72
N  0.88  -1.11  1.26
N  2.65  1.32  -0.14
O  -2.72  0.19  1.46
O  -3.53  2.02  0.09
H  3.99  -1.96  -0.17
H  3.64  -0.81  1.21
H  1.58  0.42  2.35
H  -0.07  0.60  1.83
H  3.05  0.04  -1.79
H  -2.04  -0.50  -1.06
H  0.63  1.26  -0.39
H  1.12  2.33  0.56
H  -5.10  -0.48  -1.27
H  -3.87  -1.73  -2.10
H  -3.93  -1.64  -0.30
H  -0.92  -3.55  0.11
H  0.73  -3.17  -0.39
H  0.27  -3.65  1.24
H  4.07  2.40  -1.38
H  2.30  2.30  -1.95
H  2.82  3.36  -0.63
H  -2.83  0.68  -1.93
H  -1.02  -1.13  0.47
H  3.16  1.45  0.74
H  -2.88  0.88  2.14
H  -3.69  2.52  0.87

C48H46AsClCoN5O9PS as an isolated structure, computed with ωB97M-V/def2-TZVPD.

Values from the calculation:
- Total charge: +1
- Spin multiplicity: 5
- HOMO energy (alpha / beta): -0.3176 / -0.3176 Eh
- Expectation value of S²: 6.012
- Energy relative to the best compared isomer or geometry (same formula, charge and spin): 0.0000 eV
- E_LUMO (alpha / beta): -2.72 / -5.71 eV

Positions of all 113 atoms, in Å:
Co  -0.02  -0.12  -0.25
O  2.04  -0.53  5.08
C  1.29  0.59  4.94
O  1.30  1.49  5.75
C  0.37  0.56  3.69
C  -0.76  1.39  3.54
Cl  -1.35  2.59  4.53
N  -1.43  1.04  2.39
N  -0.75  -0.04  1.76
C  0.35  -0.26  2.53
C  1.38  -1.15  1.99
O  2.25  -1.69  2.70
O  1.28  -1.34  0.69
C  -2.70  1.42  1.90
C  -3.60  0.40  1.61
C  -4.94  0.74  1.28
C  -5.37  2.03  1.34
C  -4.46  3.06  1.62
C  -3.14  2.74  1.91
H  2.27  -1.04  4.24
H  -3.26  -0.64  1.61
H  -5.64  0.00  0.83
H  -6.42  2.26  1.24
H  -4.77  4.09  1.67
H  -2.43  3.54  2.17
C  -2.09  1.20  -5.19
O  -2.10  0.69  -3.80
P  -1.85  1.65  -2.56
O  -3.38  2.21  -2.25
C  -3.56  3.65  -1.95
O  -1.78  0.50  -1.36
C  -2.65  -0.66  -1.51
H  -1.88  0.34  -5.79
H  -1.32  1.96  -5.36
H  -3.10  1.59  -5.42
H  -4.60  3.89  -2.05
H  -3.00  4.30  -2.63
H  -3.21  3.87  -0.95
H  -2.31  -1.30  -2.33
H  -2.58  -1.23  -0.56
H  -3.67  -0.38  -1.74
N  3.06  -1.92  -1.48
C  2.24  -1.56  -2.47
N  2.79  -1.25  -3.66
S  0.52  -1.62  -2.44
H  4.04  -1.71  -1.59
H  2.66  -2.12  -0.56
H  2.15  -0.98  -4.41
H  3.78  -1.06  -3.80
C  3.61  3.94  4.52
C  2.53  4.72  3.80
C  1.36  5.10  4.53
C  0.39  5.88  3.95
C  0.36  6.07  2.57
C  1.46  5.69  1.81
N  1.44  5.86  0.43
C  1.99  5.04  -0.56
C  2.63  5.67  -1.66
C  3.30  4.95  -2.64
C  3.22  3.56  -2.61
C  2.49  2.91  -1.64
C  1.85  3.62  -0.60
C  1.02  2.74  0.29
O  0.87  2.92  1.50
O  0.53  1.73  -0.36
C  2.64  5.14  2.49
C  3.99  5.21  1.82
H  3.18  3.11  5.10
H  4.12  4.57  5.22
H  4.39  3.53  3.81
H  1.16  4.75  5.55
H  -0.40  6.27  4.58
H  -0.50  6.50  2.08
H  1.04  6.73  0.09
H  2.57  6.76  -1.70
H  3.87  5.49  -3.41
H  3.67  2.97  -3.41
H  2.34  1.83  -1.76
H  3.95  5.98  1.09
H  4.26  4.27  1.36
H  4.78  5.39  2.56
C  3.33  -7.08  1.12
C  3.85  -6.25  0.09
C  2.97  -5.41  -0.60
C  1.60  -5.52  -0.37
C  1.08  -6.44  0.54
C  1.96  -7.24  1.28
As  0.38  -4.31  -1.32
C  -1.30  -4.43  -0.39
C  -1.63  -3.78  0.80
C  -2.93  -3.89  1.26
C  -3.93  -4.63  0.56
C  -3.62  -5.19  -0.67
C  -2.28  -5.05  -1.17
C  -1.85  -5.56  -2.47
C  -2.73  -6.12  -3.39
C  -2.17  -6.43  -4.65
C  -0.80  -6.25  -4.92
C  0.06  -5.67  -3.99
C  -0.47  -5.32  -2.75
H  4.07  -7.58  1.73
H  4.91  -6.29  -0.16
H  3.28  -4.72  -1.38
H  0.03  -6.61  0.59
H  1.55  -8.02  1.94
H  -0.83  -3.19  1.30
H  -3.19  -3.41  2.21
H  -4.89  -4.65  1.06
H  -4.35  -5.77  -1.25
H  -3.79  -6.33  -3.19
H  -2.82  -6.88  -5.40
H  -0.40  -6.51  -5.89
H  1.14  -5.55  -4.18

C4H6N2 as an isolated structure, computed with ωB97M-V/def2-TZVPD.

Values from the calculation:
- HOMO energy: -0.3096 Eh
- Energy relative to the best compared isomer or geometry (same formula, charge and spin): 5.5077 eV
- E_LUMO: 0.62 eV

Positions of all 12 atoms, in Å:
C  1.58  -1.77  0.01
C  0.72  -0.70  0.49
C  -0.12  0.12  0.98
C  -0.96  1.30  1.13
H  0.93  -2.88  -0.12
H  2.59  -2.00  0.88
H  1.99  -1.43  -1.22
H  -1.14  1.84  2.02
H  -1.53  1.90  -2.01
H  -0.84  0.52  -1.15
N  -1.64  1.84  0.11
N  -1.58  1.24  -1.12

The lowest energy relative to the best compared isomer or geometry (same formula, charge and spin) belongs to which entry?
C48H46AsClCoN5O9PS

Which value of energy relative to the best compared isomer or geometry (same formula, charge and spin) does entry 1 give?
3.4952 eV